No. 1
Below is a molecular structure, C27H31Br2NO2Ru, with properties calculated with ωB97M-V with the def2-TZVPD basis set.

The geometry in ORCA input format:
```
! wB97M-V def2-TZVPD RIJCOSX def2/J DEFGRID3
* xyz -1 2
C 1.64 0.78 -3.38
C -0.56 -6.28 0.50
C -3.47 0.08 0.71
H 1.75 1.83 -3.68
C 0.22 -2.59 0.38
C -1.13 0.36 2.24
H 3.63 2.12 -1.94
H -0.96 -1.52 4.16
H -2.92 0.76 -2.13
H 1.70 4.19 2.33
H -1.29 -6.98 0.10
H -2.85 4.00 0.73
O -0.68 -2.19 -0.39
C 3.58 1.04 -1.80
C 1.39 4.75 -1.00
H -2.86 2.44 -2.70
H -3.68 -1.81 1.71
C -1.91 -0.81 2.36
H -0.99 2.29 1.28
C -2.52 3.64 -0.25
C 2.20 -1.02 -1.81
C 0.44 -6.76 1.35
H 0.50 -7.81 1.60
H -1.46 1.71 -1.90
H -4.15 2.29 -0.57
H 1.16 3.27 -2.49
N 1.26 1.03 -0.91
H 2.20 0.19 -4.11
C 1.32 3.44 -1.44
C -3.05 2.24 -0.54
H 1.20 -1.45 -1.90
H -2.32 -2.51 3.61
C 1.38 2.35 -0.55
C -2.55 1.76 -1.91
H -4.38 -0.05 0.13
C 1.52 5.02 0.35
C 0.30 -4.05 0.71
C -0.63 -4.94 0.19
H -2.88 4.34 -1.01
H 4.24 0.57 -2.54
C -3.07 -0.92 1.60
H 2.84 -1.45 -2.59
H 1.63 1.86 1.53
H 2.60 -1.31 -0.83
H 3.96 0.81 -0.80
C 1.36 -5.86 1.86
H -0.77 -2.58 2.77
C 1.54 2.68 0.82
C -1.52 1.34 1.29
C -1.47 -1.91 3.28
C 1.59 3.99 1.27
C 2.16 0.49 -1.96
O 1.06 -1.81 0.91
Ru 0.02 0.03 0.29
C 1.31 -4.52 1.56
H -1.43 3.66 -0.28
C -2.69 1.21 0.52
Br 1.60 6.83 0.96
Br 2.73 -6.51 3.01
H 0.59 0.51 -3.45
H 1.32 5.57 -1.71
H -1.40 -4.55 -0.46
H 2.02 -3.81 1.96
H -0.36 0.58 2.97
*
```

Output
Energy relative to the best compared isomer or geometry (same formula, charge and spin) in kJ/mol: 182.7
HOMO energy (alpha / beta) in Eh: -0.1190 / -0.1084


No. 2
Below is a molecular structure, C27H31Cl5CrN4SSi2, with properties calculated with ωB97M-V with the def2-TZVPD basis set.

The geometry in ORCA input format:
```
! wB97M-V def2-TZVPD RIJCOSX def2/J DEFGRID3
* xyz 1 4
C 1.96 -1.32 3.60
H 0.29 5.59 -1.90
C -3.49 -1.77 -2.42
C -1.45 -0.74 -0.29
Cl 2.64 -2.30 1.22
H -3.78 1.46 -1.36
Cl 2.70 -2.73 4.24
C 1.19 -0.02 1.64
H 6.04 2.39 0.65
C -0.71 3.78 -1.30
C 0.96 0.83 3.95
C -0.86 -4.51 -0.57
Cl 1.56 -0.60 6.16
C 0.39 4.56 -1.57
C -4.30 -1.15 0.93
S 2.77 -0.30 -1.69
H -0.52 -1.50 -3.47
Si -2.25 -0.44 -2.00
H -2.51 -3.41 0.24
Cl 0.29 2.56 2.05
C -1.52 -3.37 -0.19
H -3.17 -2.77 -2.15
N 0.70 1.92 -0.77
H -3.65 -1.76 -3.51
H -3.28 1.86 0.75
C 1.01 -3.21 -1.23
C 5.69 -0.18 -0.49
C 1.48 -0.35 4.47
H -1.72 4.16 -1.39
H -1.21 -0.65 3.27
H -4.85 -0.52 0.23
H 5.70 -0.58 -1.50
H -1.32 -0.12 -4.24
H -1.18 -2.19 2.41
C -0.51 2.47 -0.91
N 4.80 0.98 -0.43
H 5.35 -0.95 0.20
C 0.86 0.98 2.56
H -1.33 -5.48 -0.43
H -4.83 -1.10 1.89
C -2.83 1.32 1.59
C 0.42 -4.44 -1.14
N 3.04 2.21 -0.61
C -3.15 1.18 -2.22
H -4.36 -2.18 0.58
C 4.00 2.97 0.06
C 5.09 2.19 0.17
C 1.85 -1.12 2.22
H -3.81 1.06 -3.08
C -0.91 -2.13 -0.41
C -0.90 -0.49 -3.30
H -1.35 1.82 -0.68
C -1.82 -1.35 2.69
H -4.45 -1.58 -1.95
H -0.04 0.16 -3.08
H 3.80 3.96 0.43
C 3.55 0.98 -0.90
H -2.60 -1.73 3.35
H 0.94 -5.32 -1.46
C 1.76 2.71 -0.96
Si -2.57 -0.49 1.21
N 0.36 -2.10 -0.85
H 2.55 4.59 -1.59
Cr 0.66 -0.14 -0.40
Cl 0.43 2.05 5.04
H -2.48 2.01 -2.44
H -3.55 1.37 2.41
H -1.93 1.85 1.90
H 6.69 0.15 -0.23
C 1.66 4.01 -1.39
H 2.03 -3.08 -1.58
*
```

Output
HOMO energy (alpha / beta) in Eh: -0.4007 / -0.4098


No. 3
Below is a molecular structure, C27H31FFeN4O6P2S, with properties calculated with ωB97M-V with the def2-TZVPD basis set.

The geometry in ORCA input format:
```
! wB97M-V def2-TZVPD RIJCOSX def2/J DEFGRID3
* xyz 1 6
C -1.38 -4.22 1.34
P 0.24 -0.84 -3.35
H -0.96 1.16 -3.95
H -0.38 -2.91 -4.46
H 2.25 -3.27 -1.16
H 0.45 0.91 -5.02
C -0.86 -3.00 0.90
H 2.13 -2.30 -3.60
C 0.87 1.80 1.82
H 3.48 -0.03 1.10
F -2.00 2.78 4.26
O -2.18 -0.22 0.21
H 1.81 5.37 0.73
H -4.18 1.35 0.23
N 0.10 -0.88 1.40
H 4.62 -0.27 -0.24
O 1.80 -0.25 3.10
C -2.08 3.15 2.99
C -1.95 -5.09 0.39
H 3.95 -0.83 -2.75
H 0.64 1.54 -3.37
N -1.63 4.71 1.27
C 2.91 -0.52 -2.62
O -1.50 0.92 -1.53
H -0.16 -1.58 -5.62
H 0.23 1.56 -0.23
C 1.39 2.70 2.76
C -0.27 -2.47 3.24
C 2.91 -2.58 -0.64
C -1.42 -3.50 -1.28
H 3.93 -2.72 -0.99
H -1.64 -1.68 -4.64
C -0.32 -2.05 1.87
C -1.33 -4.56 2.72
C -2.18 3.93 0.27
N -0.87 -2.67 -0.41
H -1.24 5.59 0.96
H 3.55 1.15 -0.21
C 2.01 -1.21 -3.64
C 1.01 3.48 0.12
C 3.63 0.09 0.03
P 2.39 -0.85 -0.90
H -1.41 -3.17 -2.32
C -3.32 1.82 -0.23
H -1.73 -5.52 3.04
C -2.30 0.76 -0.56
C -1.49 4.43 2.63
H -2.42 -5.36 -1.68
C -1.98 -4.72 -0.93
C 0.68 2.19 0.51
H 0.82 3.80 -0.90
C 0.08 0.85 -4.00
H 2.88 0.57 -2.76
H 1.52 2.40 3.80
C 1.55 4.37 1.04
N -2.73 2.75 0.73
O -2.17 4.26 -0.90
H -3.61 2.37 -1.12
H 2.12 4.68 3.09
C -2.65 2.38 2.07
H 0.16 -1.83 3.98
H 2.26 -0.91 -4.66
H -2.37 -6.04 0.72
C -0.77 -3.70 3.64
Fe -0.27 -0.68 -0.88
O -0.55 0.42 3.47
H -3.06 1.41 2.33
H 2.87 -2.80 0.43
S 0.56 0.24 2.58
O -0.92 5.19 3.38
H -0.73 -3.97 4.69
C -0.56 -1.85 -4.64
C 1.73 3.98 2.36
*
```

Output
Energy relative to the best compared isomer or geometry (same formula, charge and spin) in kJ/mol: 0.0
HOMO energy (alpha / beta) in Eh: -0.4028 / -0.4036


No. 4
Below is a molecular structure, C27H31LaNOP2 in a non-equilibrium geometry, with properties calculated with ωB97M-V with the def2-TZVPD basis set.

The geometry in ORCA input format:
```
! wB97M-V def2-TZVPD RIJCOSX def2/J DEFGRID3
* xyz 1 1
H 4.10 2.34 -1.05
La 0.13 0.12 0.39
H 2.32 -3.14 0.25
C 1.38 -3.66 0.47
H -2.86 2.89 1.40
H 0.85 -0.25 7.67
C 1.45 -1.94 -2.35
C -0.56 -0.08 4.02
H 1.16 1.20 3.61
H -2.34 -3.39 -0.34
C -1.14 -0.95 4.99
N 0.40 0.21 -1.79
H -2.01 -1.54 4.70
C 3.79 -1.92 -3.02
H 1.37 -4.64 -0.02
H -4.91 0.95 -0.42
P -2.50 1.09 -0.16
H -2.04 -0.52 2.51
C 1.14 0.53 5.67
C 0.19 1.51 -2.32
H 1.30 -3.79 1.56
O 2.42 1.48 0.02
C -2.33 1.24 -2.02
C -1.24 3.38 -2.83
C 3.79 -0.53 -3.05
H 3.42 2.14 -3.01
H -3.26 1.72 -2.36
H -2.24 3.81 -2.93
C -1.20 0.14 2.75
H -1.63 -3.91 1.21
C -1.44 -3.80 0.14
H 2.07 4.22 -3.14
C 0.64 0.59 4.37
H -1.33 1.21 2.47
H -2.10 3.50 -0.09
H 4.70 -2.47 -3.27
H -1.20 -4.79 -0.30
C -0.11 4.17 -3.09
H -4.33 0.14 1.08
H -1.15 -1.60 7.04
H 4.68 0.04 -3.33
C -1.11 2.05 -2.42
H 2.63 -3.71 -2.64
C 1.17 3.62 -2.96
C 2.68 1.66 -2.37
C 0.20 -2.69 -1.93
H 0.26 -3.75 -2.21
C -0.65 -0.99 6.29
C 3.10 1.84 -0.96
C 1.31 2.28 -2.62
C 0.48 -0.24 6.65
H -4.13 -0.67 -0.50
C 1.48 -0.52 -2.32
C 2.64 0.17 -2.66
H -3.85 3.11 -0.08
P -0.05 -2.66 -0.07
H -0.23 5.21 -3.39
H -0.70 -2.23 -2.38
H -2.28 0.21 -2.41
H 2.04 1.08 5.94
C -2.86 2.82 0.30
C 2.63 -2.61 -2.67
C -4.14 0.30 0.01
*
```

Output
Energy relative to the best compared isomer or geometry (same formula, charge and spin) in kJ/mol: 0.0
HOMO energy in Eh: -0.3166